(1)
# C6H9N

One molecule with the formula C6H9N (wB97M-V/def2-TZVPD, OMol25).

Values from the calculation:
LUMO level = 0.3 eV
HOMO = -7.73 eV
energy above the lowest of the compared OMol25 structures with the same formula, charge and spin = 646.2 kJ/mol
maximum force = 0.48 eV Å⁻¹
frontier orbital gap = 0.2966 hartree

```
16
Properties=species:S:1:pos:R:3:forces:R:3:nbo_charge:R:1
C -1.158 1.337 -0.140 -0.1 0.0 0.1 -0.6371
C 0.107 0.536 -0.024 -0.1 -0.3 0.1 0.0513
C 0.188 -0.801 0.059 -0.1 0.0 0.2 -0.1369
C -1.025 -1.748 0.326 -0.3 0.1 0.0 -0.6214
C 1.084 -1.848 0.235 0.3 0.3 -0.1 -0.0197
C 2.488 0.886 -0.416 -0.3 0.3 0.2 -0.1027
N 1.308 1.326 -0.053 0.1 -0.4 -0.1 -0.5438
H -2.040 0.716 0.031 0.1 0.1 0.0 0.2225
H -1.259 1.787 -1.138 0.1 -0.1 0.2 0.2169
H -1.196 2.158 0.588 0.0 -0.1 -0.1 0.2087
H -0.885 -2.815 0.089 0.3 0.3 0.0 0.2523
H -1.812 -1.392 -0.333 -0.2 -0.1 0.0 0.2392
H -1.310 -1.687 1.378 0.0 0.1 -0.2 0.2378
H 1.176 -2.458 -0.679 0.2 0.3 0.0 0.1518
H 3.185 1.737 -0.245 -0.1 -0.3 -0.1 0.1066
H 1.149 2.266 0.324 0.1 -0.2 -0.2 0.3745
```
Positions in Å, forces in eV/Å.

***

(2)
# C28H52AsF6O22

C28H52AsF6O22 as an isolated structure in a non-equilibrium geometry (wB97M-V/def2-TZVPD, OMol25).

Values from the calculation:
LUMO level = 1.9 eV
HOMO = -8.48 eV
total charge = -1
maximum force = 2.87 eV Å⁻¹
frontier orbital gap = 0.3823 hartree

```
109
Properties=species:S:1:pos:R:3:forces:R:3:lowdin_charge:R:1
As 9.807 3.496 7.156 -0.4 1.1 0.4 0.7102
F 11.263 4.026 7.948 0.3 0.0 0.1 -0.2362
F 10.632 3.357 5.664 0.6 -0.3 -0.5 -0.2188
F 8.351 3.016 6.381 -0.3 -0.4 -0.2 -0.2200
F 8.926 3.702 8.623 0.0 -0.1 0.3 -0.2275
F 9.481 5.155 6.763 -0.2 0.4 -0.1 -0.2361
F 10.263 1.889 7.610 -0.2 -0.4 -0.2 -0.2279
C 12.037 7.324 6.904 0.1 -0.1 0.1 -0.1517
O 12.558 6.486 7.931 0.0 0.0 -0.4 -0.1321
H 11.900 6.798 5.954 0.0 -0.1 0.1 0.0688
H 11.073 7.735 7.214 0.0 0.2 -0.1 0.0729
H 12.759 8.118 6.713 -0.1 0.1 0.2 0.0749
H 12.216 5.599 7.763 0.0 0.1 0.2 0.0282
C 12.772 2.231 10.280 0.2 0.0 1.3 -0.1311
O 13.476 1.731 11.442 -0.2 -0.2 -0.5 -0.1269
H 12.796 3.303 10.445 -0.1 0.1 -0.5 0.0543
H 13.251 1.962 9.341 0.1 -0.1 0.0 0.0630
H 11.738 1.883 10.324 0.0 0.1 -0.3 0.0844
H 13.167 0.836 11.599 0.1 -0.1 0.0 0.0636
C 9.262 -1.416 7.802 0.0 -0.2 -1.2 -0.1821
O 8.729 -0.266 8.401 -0.2 -0.2 0.4 -0.1158
H 9.002 -2.323 8.344 0.1 0.2 0.4 0.0773
H 8.841 -1.569 6.790 0.0 0.1 0.1 0.0803
H 10.344 -1.361 7.645 -0.1 -0.1 0.4 0.0532
H 9.224 0.504 8.104 0.0 0.0 0.0 0.0232
C 9.025 6.021 3.878 1.2 0.6 0.8 -0.1755
O 7.811 5.358 4.120 -0.4 0.1 -0.4 -0.1175
H 9.874 5.362 4.093 0.0 0.0 -0.3 0.0548
H 9.136 6.451 2.884 -0.6 -0.5 -0.3 0.0770
H 9.174 6.891 4.533 -0.3 -0.1 0.2 0.0780
H 7.788 5.140 5.058 0.2 0.0 0.0 0.0330
C 4.355 4.217 2.980 -0.3 -0.1 -0.8 -0.0176
C 4.410 3.497 4.293 0.3 0.5 0.2 -0.2970
C 5.212 4.136 5.411 0.7 -0.4 0.5 -0.0613
O 4.458 3.750 6.591 -0.3 0.4 -0.3 0.0369
C 3.189 3.494 6.213 -0.2 1.2 -0.4 -0.5684
O 2.263 3.345 6.945 0.0 -0.4 0.2 0.1547
O 3.082 3.560 4.867 0.1 -0.8 0.1 0.0848
H 3.766 3.605 2.289 0.0 0.1 0.0 0.0856
H 5.314 4.374 2.489 0.2 -0.1 0.4 0.0881
H 3.845 5.177 3.062 0.1 0.0 0.2 0.0966
H 4.718 2.456 4.161 -0.2 -0.1 0.0 0.1578
H 5.329 5.213 5.270 -0.5 0.1 0.3 0.1171
H 6.198 3.739 5.633 0.1 -0.3 -0.6 0.1132
C 11.576 -0.434 5.431 -0.2 0.5 0.4 -0.0150
C 12.730 0.536 5.348 0.4 -0.4 -0.1 -0.2943
C 13.000 1.393 6.575 -1.3 -1.7 1.9 -0.0999
O 14.336 1.060 6.974 0.3 0.9 -0.7 0.0674
C 14.858 0.130 6.137 -0.4 1.0 -0.3 -0.5676
O 15.975 -0.254 6.193 0.3 -0.6 0.2 0.1668
O 13.945 -0.233 5.206 0.2 0.0 0.1 0.0769
H 10.707 0.085 5.845 -0.1 0.1 -0.5 0.0701
H 11.759 -1.231 6.153 0.4 -0.1 -0.3 0.0835
H 11.402 -0.828 4.434 -0.3 -0.2 0.1 0.0898
H 12.656 1.126 4.439 -0.1 0.2 0.1 0.1148
H 12.434 1.037 7.449 -0.3 -0.4 -0.5 0.1056
H 12.611 2.406 6.567 1.4 0.6 -0.7 0.1028
C 5.118 5.703 9.615 0.6 1.0 -0.5 -0.0020
C 5.251 6.993 8.801 0.7 -1.0 0.6 -0.2938
C 6.589 7.069 8.051 0.1 -1.1 1.0 -0.0955
O 6.225 7.335 6.710 0.2 0.4 0.0 0.0705
C 4.876 7.365 6.598 0.5 0.2 -0.1 -0.5989
O 4.315 7.638 5.590 -0.4 -0.1 -0.5 0.1603
O 4.283 7.047 7.747 -0.2 0.4 0.7 0.1080
H 5.172 4.832 8.965 -0.4 -0.1 0.0 0.0673
H 4.224 5.782 10.224 0.0 -0.5 0.1 0.0887
H 6.027 5.686 10.226 -0.3 -0.1 0.3 0.0870
H 5.198 7.810 9.526 -0.6 0.4 -0.5 0.1508
H 7.095 6.098 8.135 -0.1 0.0 -0.5 0.1196
H 7.285 7.763 8.521 -0.2 0.5 -0.6 0.1270
C 11.161 5.112 11.664 -0.7 0.4 -0.6 -0.0093
C 10.959 6.427 10.953 -0.1 0.0 0.1 -0.3083
C 9.665 6.449 10.159 1.2 -0.7 -0.3 -0.1193
O 9.269 7.811 10.251 -0.7 0.0 0.0 0.0558
C 9.899 8.395 11.300 0.9 -0.5 0.1 -0.5647
O 9.780 9.527 11.626 -0.5 0.4 0.1 0.1602
O 10.756 7.520 11.882 -0.4 0.2 -0.1 0.0818
H 11.024 4.327 10.917 0.6 0.0 -0.1 0.0663
H 10.293 4.943 12.305 0.4 0.2 0.5 0.0971
H 12.124 5.090 12.161 -0.1 -0.4 0.2 0.0943
H 11.793 6.749 10.326 0.1 -0.4 -0.1 0.1465
H 8.978 5.693 10.552 -0.5 0.6 0.2 0.1283
H 9.882 6.154 9.133 -0.2 0.4 -0.2 0.1048
C 5.418 1.491 8.447 0.6 0.4 0.4 -0.0100
C 4.038 0.880 8.406 0.0 -0.1 -0.4 -0.2803
C 3.880 -0.395 7.557 0.0 0.0 0.3 -0.0721
O 3.423 -1.387 8.481 0.0 0.1 -0.1 0.0580
C 3.285 -0.849 9.716 -0.2 -0.2 -0.4 -0.5787
O 2.880 -1.462 10.651 0.1 0.0 0.3 0.1503
O 3.632 0.441 9.716 0.1 0.2 0.2 0.0957
H 5.370 2.573 8.559 -0.1 -0.1 0.0 0.0571
H 6.044 1.301 7.576 -0.3 -0.1 -0.2 0.0820
H 5.994 1.119 9.294 -0.1 -0.2 0.1 0.0953
H 3.310 1.615 8.073 0.0 0.0 0.2 0.1197
H 4.808 -0.762 7.123 0.0 0.2 -0.1 0.1287
H 3.119 -0.232 6.794 0.1 -0.2 -0.1 0.1297
C 13.011 4.387 2.761 0.2 -0.3 0.1 -0.0150
C 13.354 2.923 2.546 -0.2 0.3 0.5 -0.3091
C 14.028 2.602 1.207 0.7 0.3 0.4 -0.0738
O 15.213 1.886 1.586 -0.3 -0.2 -0.3 0.0609
C 15.441 2.027 2.912 -0.6 0.1 -0.2 -0.5628
O 16.438 1.708 3.452 0.5 -0.2 0.4 0.1915
O 14.362 2.578 3.519 0.1 -0.1 -0.3 0.0595
H 12.818 4.586 3.815 -0.1 -0.2 0.0 0.0802
H 12.109 4.661 2.215 0.2 0.2 -0.2 0.0884
H 13.898 4.963 2.492 -0.3 0.3 -0.2 0.0918
H 12.479 2.300 2.740 0.0 -0.1 -0.1 0.1396
H 14.395 3.511 0.725 -0.4 0.0 -0.2 0.1301
H 13.425 2.007 0.530 0.0 -0.1 0.0 0.1311
```
Positions in Å, forces in eV/Å.

***

(3)
# C4H13N2

C4H13N2 as an isolated structure in a non-equilibrium geometry (wB97M-V/def2-TZVPD, OMol25).

Values from the calculation:
LUMO level = -6.5 eV
HOMO = -14.73 eV
total charge = +1
energy above the lowest of the compared OMol25 structures with the same formula, charge and spin = 404.4 kJ/mol
maximum force = 7.52 eV Å⁻¹
frontier orbital gap = 0.3035 hartree

```
19
Properties=species:S:1:pos:R:3:forces:R:3:nbo_charge:R:1
N 0.586 1.070 1.497 -0.1 0.2 -1.3 -0.9349
C 0.808 -1.354 -0.441 2.3 1.5 -0.7 -0.4903
C 1.800 -0.229 -0.935 -1.1 -0.4 0.2 -0.5990
C -0.447 -0.739 0.180 -0.4 -5.7 -4.9 0.1593
N -1.194 -0.073 -0.692 0.5 2.9 2.5 -0.3806
C -2.281 0.715 -0.065 -0.9 -0.1 1.0 -0.4492
H 1.453 -2.064 0.067 -0.7 0.1 1.3 0.2660
H 0.305 1.488 2.374 -0.6 -0.8 0.1 0.4093
H 1.591 0.957 1.478 -0.1 -0.5 0.0 0.3925
H 0.580 -1.958 -1.323 -1.0 0.3 0.0 0.2794
H 2.207 -0.512 -1.900 0.2 0.2 0.1 0.2462
H 2.574 -0.036 -0.197 0.2 -0.2 -0.2 0.2228
H 1.229 0.698 -1.010 0.4 0.2 -0.4 0.1908
H -0.974 -1.532 0.715 -0.3 1.1 1.4 0.2749
H 0.064 0.214 1.051 1.5 2.6 2.7 0.2753
H -0.665 0.575 -1.281 0.1 -0.7 -0.6 0.4188
H -2.862 0.035 0.562 -0.3 0.0 -0.4 0.2298
H -1.872 1.443 0.651 0.4 -0.2 -0.4 0.2345
H -2.902 1.302 -0.735 0.1 -0.6 -0.4 0.2544
```
Positions in Å, forces in eV/Å.